Here is a 2-piece molecular cluster, C4H14NO2 overall at a distorted geometry from the Open Molecules 2025 dataset. Energies are from ωB97M-V/def2-TZVPD.

Its total charge is +1. The calculation puts the total energy at -9953.656 eV. Its frontier orbital gap is 12.22 eV. For the LUMO energy, the calculation gives -0.1031 Ha. As for the energy above the lowest of the compared OMol25 structures with the same formula, charge and spin: 25.5 kcal/mol. As for the maximum force: 2.4 eV Å⁻¹.

```
21
Properties=species:S:1:pos:R:3:forces:R:3
O 0.8233 0.8301 -1.5662 1.409 -1.450 -0.207
C 1.3998 -0.3430 -0.8909 -0.620 1.290 0.791
C 0.2134 -1.0450 -0.2236 0.341 0.624 0.077
N -0.3717 -0.0914 0.7859 0.084 0.122 1.574
C -1.7074 -0.4623 1.3798 0.645 0.032 0.932
C 0.7275 -2.2211 0.5672 -0.693 0.016 1.249
H 1.2896 0.8730 -2.4167 -0.369 0.357 0.207
H 2.0034 -1.0295 -1.4949 -0.582 0.220 -0.427
H 2.1140 -0.0040 -0.1053 -0.474 -0.002 -0.327
H -0.5963 -1.1794 -0.9813 0.685 -0.451 0.637
H -0.5325 0.8381 0.3816 0.482 0.464 0.025
H 0.2940 -0.0547 1.6429 -1.134 0.391 -2.032
H -2.5427 -0.4292 0.6876 0.302 0.018 -0.197
H -1.5819 -1.4110 1.8712 -0.269 -0.619 -0.254
H -1.8460 0.2138 2.2215 -0.322 0.352 -0.301
H 1.2304 -2.8728 -0.1162 0.131 -0.845 0.000
H -0.0668 -2.6900 1.1775 0.281 -0.357 -0.895
H 1.4283 -1.9119 1.3778 -0.004 0.146 -0.874
H -1.3440 3.5871 -0.1440 0.170 -0.229 -0.048
H -0.2412 2.6931 -0.8186 -0.321 0.225 0.168
O -0.9128 2.7225 -0.1174 0.257 -0.305 -0.098
```
Forces are in eV/Å.

natural (NBO) charges in e:
1. O -0.752
2. C -0.091
3. C -0.067
4. N -0.528
5. C -0.418
6. C -0.642
7. H 0.501
8. H 0.220
9. H 0.184
10. H 0.243
11. H 0.485
12. H 0.436
13. H 0.247
14. H 0.221
15. H 0.237
16. H 0.253
17. H 0.234
18. H 0.220
19. H 0.505
20. H 0.500
21. O -0.989



Here is C3H6N2O as an isolated structure from the Open Molecules 2025 dataset. Energies are from ωB97M-V/def2-TZVPD.

The calculation puts the total energy at -8234.872 eV. Its frontier orbital gap is 10.80 eV. For the LUMO energy, the calculation gives 0.0363 Ha. As for the energy above the lowest of the compared OMol25 structures with the same formula, charge and spin: 42.1 kcal/mol. As for the maximum force: 0.5 eV Å⁻¹.

```
12
Properties=species:S:1:pos:R:3:forces:R:3
N -0.6174 1.1840 1.1087 0.144 -0.131 0.147
C -0.6607 0.1793 0.0655 -0.100 -0.045 -0.152
C 0.1258 0.5773 -1.1955 -0.147 0.303 -0.194
O 1.1556 -0.3966 -0.8814 0.074 -0.162 -0.114
C 0.3629 -0.9548 0.0935 0.020 -0.429 0.285
N 0.4892 -2.0601 0.6736 0.029 0.419 -0.187
H -1.0012 0.8075 1.9702 0.008 0.042 -0.083
H 0.3479 1.4349 1.3075 -0.104 0.021 -0.001
H -1.6953 -0.1425 -0.0790 0.202 -0.003 -0.044
H -0.3455 0.3072 -2.1437 -0.020 0.150 0.109
H 0.5200 1.5952 -1.2242 -0.059 -0.113 0.052
H 1.3188 -2.5313 0.3046 -0.045 -0.052 0.182
```
Forces are in eV/Å.

natural (NBO) charges in e:
1. N -0.806
2. C -0.144
3. C -0.075
4. O -0.508
5. C 0.539
6. N -0.678
7. H 0.369
8. H 0.358
9. H 0.214
10. H 0.188
11. H 0.191
12. H 0.352



Here is C40H42AsF5O7PS6SbSn as an isolated structure at a distorted geometry from the Open Molecules 2025 dataset. Energies are from ωB97M-V/def2-TZVPD.

Its total charge is -2. The calculation puts the total energy at -217592.137 eV. Its frontier orbital gap is 5.42 eV. For the LUMO energy, the calculation gives 0.1388 Ha. As for the energy above the lowest of the compared OMol25 structures with the same formula, charge and spin: 60.2 kcal/mol. As for the maximum force: 3.0 eV Å⁻¹.

```
104
Properties=species:S:1:pos:R:3:forces:R:3
Sn -0.2653 1.5655 0.5411 1.088 -0.010 -0.842
O -2.7203 1.4138 3.0263 -0.350 0.669 0.040
S -2.9486 2.8177 2.2244 0.440 -1.859 2.331
O -3.6810 3.6106 3.1588 -0.056 0.319 -0.562
O -1.5731 3.1602 1.9140 -0.867 0.655 -0.640
C -4.1370 2.1065 1.0416 0.034 0.272 -0.936
C -5.0567 1.2259 1.5931 0.078 0.338 0.135
C -6.0481 0.6954 0.7790 -0.106 -0.089 0.027
C -6.1171 1.0188 -0.5630 0.052 -0.065 -0.103
C -5.1974 1.8977 -1.1228 0.140 0.100 0.016
C -4.2185 2.4477 -0.3218 0.222 0.198 0.818
S -3.0504 3.7001 -0.8167 -0.458 0.491 0.022
O -3.4130 4.2978 -2.0786 -0.164 -0.452 -0.357
O -3.1849 4.6173 0.3065 0.409 -0.086 -0.117
O -1.8031 2.9242 -0.8717 0.111 0.290 -0.148
H -5.0401 0.9986 2.6511 0.063 -0.155 -0.017
H -6.7661 0.0142 1.2169 0.016 -0.015 0.013
H -6.8898 0.5867 -1.1872 -0.023 -0.009 0.013
H -5.2409 2.1827 -2.1661 0.004 0.023 -0.007
S -4.4825 -1.5296 4.6884 0.122 0.264 -0.396
Sb -3.3730 -1.6746 2.6641 -0.325 -0.901 0.516
S -1.3514 0.4205 2.7452 0.004 -0.050 0.219
S -1.8573 -0.3862 -0.5497 -0.091 -0.373 -0.114
S -2.1204 -3.6180 2.8467 0.030 0.138 -0.300
F 1.8517 1.4361 -3.1342 -0.072 0.117 -0.027
C 1.8555 1.4710 -1.7238 -0.011 0.003 -0.023
F 2.9361 0.6048 -1.4238 0.240 0.081 0.107
C 2.4463 2.8244 -1.3984 0.405 0.449 -0.049
F 3.6855 3.1132 -1.9351 -0.238 -0.128 -0.001
F 1.6502 3.8376 -1.7779 -0.012 -0.167 0.020
F 2.6374 2.9500 -0.0553 -0.034 -0.053 -0.029
O 1.6249 0.0655 1.1016 -0.696 -0.080 -0.362
As 2.7670 0.2589 2.2570 0.509 -0.083 0.742
C 4.4851 -0.2950 1.5607 -0.050 -0.004 0.016
C 4.9774 -1.5591 1.8692 -0.194 0.130 0.198
C 6.1238 -2.0269 1.2471 0.100 -0.064 -0.066
C 6.7672 -1.2428 0.2993 -0.067 0.043 0.039
C 6.2761 0.0191 -0.0094 0.110 -0.021 -0.027
C 5.1394 0.4964 0.6204 -0.224 0.076 0.079
C 2.8848 2.0717 2.9123 -0.003 -0.004 -0.058
C 4.0512 2.8252 2.9216 0.059 -0.168 -0.030
C 3.9990 4.1650 3.2773 0.062 0.052 -0.007
C 2.7885 4.7532 3.6150 -0.034 -0.013 0.009
C 1.6253 3.9952 3.6334 0.062 0.008 -0.002
C 1.6793 2.6532 3.2940 -0.123 -0.142 -0.052
C 2.2290 -0.8242 3.7571 -0.043 0.103 -0.095
C 1.5120 -1.9767 3.4495 0.079 0.063 -0.141
C 0.8489 -2.6712 4.4488 0.039 0.025 0.045
C 0.8986 -2.1992 5.7535 -0.041 -0.038 -0.018
C 1.6276 -1.0612 6.0661 0.050 0.032 0.044
C 2.2897 -0.3639 5.0672 0.218 0.061 -0.038
H 4.4474 -2.1666 2.5953 0.080 -0.057 -0.020
H 6.5137 -3.0075 1.4909 -0.048 -0.016 -0.002
H 7.6445 -1.6205 -0.2112 0.025 0.006 0.026
H 6.7710 0.6265 -0.7561 -0.027 0.014 -0.009
H 4.7333 1.4665 0.3642 0.019 -0.006 -0.124
H 4.9948 2.3718 2.6411 -0.006 0.049 -0.018
H 4.9055 4.7578 3.2639 -0.005 -0.006 0.012
H 2.7502 5.8083 3.8562 0.002 -0.004 0.013
H 0.6725 4.4412 3.8864 -0.001 0.001 0.006
H 0.7751 2.0498 3.3168 -0.057 0.072 0.013
H 1.4350 -2.2816 2.4118 -0.157 -0.080 0.038
H 0.2345 -3.5224 4.1944 -0.063 -0.013 -0.035
H 0.3247 -2.7014 6.5216 0.022 -0.023 0.006
H 1.6527 -0.6940 7.0848 -0.016 0.013 -0.010
H 2.8330 0.5458 5.2988 -0.066 0.016 0.022
C -3.2187 -3.3796 -1.7649 0.095 0.097 0.063
C -2.8128 -2.3257 -2.7989 0.132 0.039 0.163
C -2.6084 -2.9563 -4.1777 0.109 0.011 0.057
C -3.9165 -1.2713 -2.9090 0.039 0.075 0.034
P -1.2851 -1.4170 -2.1615 -0.038 0.044 -0.179
C -0.8299 -0.3029 -3.5344 -0.024 -0.064 0.150
C -0.1791 -0.7438 -4.6856 0.037 -0.006 -0.007
C 0.1048 0.1423 -5.7111 0.011 -0.023 -0.025
C -0.2735 1.4744 -5.6050 -0.043 -0.026 0.031
C -0.9153 1.9186 -4.4614 -0.013 0.059 -0.090
C -1.1858 1.0375 -3.4255 -0.024 -0.020 0.011
C 0.1468 -2.5702 -1.7494 -0.046 0.242 -0.152
C -0.0344 -3.0586 -0.3145 -0.011 -0.034 0.122
C 0.2800 -3.7715 -2.6865 -0.048 0.056 0.024
C 1.3935 -1.6867 -1.8194 -0.093 -0.036 0.059
H -4.2227 -3.7485 -1.9898 -0.004 0.004 -0.034
H -3.2271 -2.9498 -0.7606 -0.076 -0.089 0.038
H -2.5355 -4.2294 -1.7650 -0.031 -0.020 0.031
H -3.5579 -3.3928 -4.4995 -0.014 -0.015 0.018
H -1.8616 -3.7496 -4.1663 -0.041 0.017 -0.044
H -2.3169 -2.2072 -4.9141 -0.028 -0.026 -0.037
H -4.8339 -1.7435 -3.2716 0.030 -0.051 -0.034
H -3.6355 -0.4736 -3.6002 -0.047 0.007 -0.017
H -4.1144 -0.8247 -1.9383 -0.102 0.056 0.042
H 0.1245 -1.7776 -4.7840 0.005 0.016 -0.017
H 0.6356 -0.2045 -6.5896 -0.023 -0.016 -0.008
H -0.0558 2.1630 -6.4123 0.029 0.021 0.019
H -1.1969 2.9576 -4.3504 0.000 0.010 0.023
H -1.6569 1.4120 -2.5259 0.016 -0.032 -0.015
H -0.9476 -3.6289 -0.1559 -0.047 0.015 0.074
H -0.0433 -2.2245 0.3835 -0.040 -0.020 0.049
H 0.8087 -3.7033 -0.0480 0.054 -0.022 -0.105
H -0.5551 -4.4635 -2.5760 0.011 -0.017 -0.068
H 1.1887 -4.3111 -2.4088 0.034 0.017 0.017
H 0.3766 -3.4801 -3.7326 -0.003 -0.079 -0.001
H 1.2825 -0.8156 -1.1731 0.036 -0.074 -0.082
H 1.6059 -1.3394 -2.8303 0.034 0.040 0.047
H 2.2641 -2.2417 -1.4586 -0.045 -0.094 0.038
```
Forces are in eV/Å.

Here are the Mulliken charges for atoms 1 to 99, given in e:
1. Sn 0.568
2. O -0.461
3. S 0.928
4. O -0.767
5. O -0.397
6. C -0.236
7. C -1.155
8. C -0.726
9. C -0.476
10. C -0.068
11. C 0.300
12. S 1.579
13. O -0.841
14. O -0.730
15. O -0.306
16. H 0.795
17. H 0.409
18. H 0.410
19. H 0.523
20. S -0.729
21. Sb 0.293
22. S -0.097
23. S 0.816
24. S -0.741
25. F -0.295
26. C 0.114
27. F -0.298
28. C 0.441
29. F -0.358
30. F -0.302
31. F 0.073
32. O 1.749
33. As -0.235
34. C 0.149
35. C -0.477
36. C -0.744
37. C -0.496
38. C -0.930
39. C 0.095
40. C -0.178
41. C -0.314
42. C -0.680
43. C -0.485
44. C -0.883
45. C -0.150
46. C 0.324
47. C -0.164
48. C -0.712
49. C -0.544
50. C -0.669
51. C -0.413
52. H 0.379
53. H 0.393
54. H 0.365
55. H 0.414
56. H 0.268
57. H 0.485
58. H 0.372
59. H 0.371
60. H 0.450
61. H 0.812
62. H 0.190
63. H 0.401
64. H 0.400
65. H 0.384
66. H 0.380
67. C -2.019
68. C 2.344
69. C -1.874
70. C -1.976
71. P -0.132
72. C 0.543
73. C 0.031
74. C -0.753
75. C -0.846
76. C -0.480
77. C -0.648
78. C 2.651
79. C -1.531
80. C -1.980
81. C -1.779
82. H 0.567
83. H 0.316
84. H 0.291
85. H 0.555
86. H 0.321
87. H 0.328
88. H 0.629
89. H 0.302
90. H 0.426
91. H 0.094
92. H 0.423
93. H 0.361
94. H 0.511
95. H 0.101
96. H 0.227
97. H -0.093
98. H 0.616
99. H 0.353



Here is an isolated ion of composition C4H6N3O and charge +1 at a distorted geometry from the Open Molecules 2025 dataset. Energies are from ωB97M-V/def2-TZVPD.

Its total charge is +1. The calculation puts the total energy at -10752.629 eV. The SMILES is N#C[C@H]1C[NH+]=CN1O. Its frontier orbital gap is 11.26 eV. For the LUMO energy, the calculation gives -0.1521 Ha. As for the energy above the lowest of the compared OMol25 structures with the same formula, charge and spin: 60.7 kcal/mol. As for the maximum force: 7.2 eV Å⁻¹.

```
14
Properties=species:S:1:pos:R:3:forces:R:3
N -3.2268 -0.6361 -0.6885 -0.768 -0.169 -0.263
C -2.3534 -0.4959 0.0327 1.697 0.706 0.464
C -1.0658 -0.1932 0.7059 1.451 0.795 0.617
C 0.0958 -1.1128 0.2630 0.202 -2.816 2.310
N 0.9978 -0.3366 -0.5635 1.263 -1.339 -0.166
C 0.6172 0.9133 -0.6002 1.643 -0.026 -2.042
N -0.4364 1.1424 0.0145 -5.538 -1.275 4.490
O -1.0831 2.3227 0.2206 2.715 -0.014 0.886
H -1.1473 -0.2110 1.8744 0.014 0.859 -2.305
H 0.6896 -1.5909 1.1143 -0.774 1.312 -0.563
H -0.3412 -2.0579 -0.1077 0.394 0.725 -1.103
H 2.0019 -0.5804 -0.5652 -0.960 0.184 -0.463
H 0.9687 1.6520 -1.2689 1.187 0.833 -0.220
H -1.8235 2.2603 -0.3257 -2.526 0.223 -1.643
```
Forces are in eV/Å.

natural (NBO) charges in e:
1. N -0.176
2. C 0.191
3. C -0.149
4. C -0.268
5. N -0.522
6. C 0.353
7. N -0.017
8. O -0.447
9. H 0.308
10. H 0.248
11. H 0.265
12. H 0.456
13. H 0.267
14. H 0.492